# 1
{"formula": "C6H11N2S", "method": "ωB97M-V/def2-TZVPD", "charge": 1, "homo_energy_ev": [-9.83, -13.25], "multiplicity": 3, "e_above_lowest_kcal_mol": 70.7, "symbols": ["C", "C", "C", "C", "C", "C", "N", "N", "S", "H", "H", "H", "H", "H", "H", "H", "H", "H", "H", "H"], "coordinates": [[0.408, 0.435, 0.790], [-0.708, 0.118, 0.179], [-1.005, 0.646, -1.169], [1.156, 1.559, 0.306], [2.714, 1.505, 0.094], [-1.528, -2.171, -0.449], [-1.240, -1.551, 1.912], [-1.316, -1.374, 0.707], [0.450, 1.827, -1.484], [0.804, 0.007, 1.654], [-0.921, -0.142, -1.993], [-1.978, 1.270, -1.101], [0.859, 2.505, 0.829], [3.165, 1.766, 1.019], [2.913, 2.309, -0.683], [2.914, 0.572, -0.358], [-1.667, -3.238, -0.405], [-0.869, -1.726, -1.223], [-2.531, -1.825, -0.897], [-1.621, -2.493, 2.271]], "mulliken_spin": [0.112, -0.067, -0.040, -0.041, 0.031, -0.033, 0.685, 0.254, 0.938, -0.004, 0.019, 0.044, 0.057, 0.000, -0.002, -0.003, 0.010, 0.012, 0.033, -0.005]}



# 2
{"formula": "C4H12NO2P", "method": "ωB97M-V/def2-TZVPD", "smiles": "CC(C)[C@H](N)[P@H](=O)O", "homo_energy_ev": -10.15, "e_above_lowest_kcal_mol": 33.1, "symbols": ["C", "C", "C", "C", "N", "P", "O", "O", "H", "H", "H", "H", "H", "H", "H", "H", "H", "H", "H", "H"], "coordinates": [[-1.493, 0.496, 0.072], [-0.138, 0.610, -0.627], [-0.287, -0.162, -1.935], [1.023, 0.174, 0.259], [0.742, -1.236, 1.108], [1.525, 1.247, 1.680], [1.939, 2.579, 1.264], [2.663, 0.365, 2.434], [-2.086, -0.455, 0.059], [-1.357, 0.807, 1.139], [-2.086, 1.280, -0.277], [0.124, 1.666, -0.782], [-0.464, -1.188, -1.709], [-1.014, 0.233, -2.696], [0.807, -0.216, -2.287], [1.626, -0.210, -0.614], [-0.066, -1.068, 1.640], [0.730, -2.107, 0.523], [0.501, 1.263, 2.528], [2.244, -0.572, 2.479]], "nbo_charge": [-0.620, -0.254, -0.604, -0.416, -0.926, 2.009, -1.074, -0.989, 0.217, 0.189, 0.220, 0.233, 0.202, 0.235, 0.196, 0.256, 0.358, 0.388, -0.143, 0.524]}



# 3
{"formula": "C3H5N2OS2", "method": "ωB97M-V/def2-TZVPD", "charge": 1, "homo_energy_ev": -11.33, "e_above_lowest_kcal_mol": 99.9, "symbols": ["C", "C", "C", "N", "N", "O", "S", "S", "H", "H", "H", "H", "H"], "coordinates": [[0.593, 1.341, 0.086], [2.526, -0.274, -0.266], [-1.353, -0.238, 0.032], [1.875, 0.672, 0.220], [-0.673, 0.849, -0.130], [3.142, -1.137, -0.690], [-2.960, -0.453, -0.626], [-0.453, -1.703, 0.558], [0.449, 2.318, 0.610], [2.598, 1.356, 0.735], [-1.204, 1.593, -0.463], [-3.326, -1.606, 0.072], [-1.214, -2.718, -0.136]], "nbo_charge": [-0.197, 0.940, -0.077, -0.598, -0.448, -0.302, 0.112, 0.009, 0.234, 0.506, 0.436, 0.183, 0.202]}



# 4
{"formula": "C9H14BN3O5PS", "method": "ωB97M-V/def2-TZVPD", "charge": 1, "homo_energy_ev": -12.30, "symbols": ["C", "C", "B", "O", "N", "C", "C", "O", "C", "N", "N", "C", "P", "S", "H", "H", "H", "H", "H", "H", "H", "H", "H", "H", "C", "C", "O", "C", "O", "O", "H", "H", "H", "H"], "coordinates": [[1.568, -0.657, 0.773], [0.414, -0.246, 1.782], [-0.918, 0.302, 1.069], [-1.098, 1.664, 0.945], [-1.908, -0.775, 0.626], [-1.420, -1.934, 0.036], [-2.514, -2.691, -0.195], [-2.437, -3.960, -0.756], [-2.064, -4.762, 0.240], [-1.811, -5.422, 1.157], [-3.637, -2.034, 0.223], [-3.227, -0.860, 0.726], [-4.435, 0.359, 1.467], [-4.306, 2.161, 0.814], [2.521, -0.331, 1.205], [1.638, -1.752, 0.676], [1.428, -0.238, -0.230], [0.722, 0.507, 2.518], [0.147, -1.170, 2.329], [-0.800, 1.971, 0.066], [-0.405, -2.225, -0.205], [-4.570, -2.422, 0.148], [-4.157, 0.339, 2.859], [-5.718, -0.196, 1.242], [4.508, 2.287, -1.414], [4.102, 2.799, -2.771], [2.743, 2.358, -2.873], [2.275, 2.188, -1.621], [1.128, 1.989, -1.355], [3.264, 2.273, -0.705], [5.231, 2.931, -0.918], [4.905, 1.270, -1.449], [4.125, 3.888, -2.834], [4.707, 2.387, -3.576]], "nbo_charge": [-0.605, -0.803, 1.200, -0.908, -0.541, -0.056, 0.413, -0.420, 0.490, -0.303, -0.480, 0.169, 0.765, -0.425, 0.242, 0.203, 0.217, 0.265, 0.224, 0.550, 0.284, 0.470, 0.023, 0.017, -0.103, -0.104, -0.473, 0.986, -0.638, -0.482, 0.217, 0.190, 0.197, 0.215]}



# 5
{"formula": "C37H74IN12O21", "method": "ωB97M-V/def2-TZVPD", "charge": 1, "homo_energy_ev": -10.70, "symbols": ["C", "C", "C", "O", "O", "C", "C", "C", "C", "C", "C", "C", "C", "I", "N", "C", "C", "C", "C", "C", "C", "C", "N", "C", "C", "C", "C", "C", "O", "C", "C", "C", "N", "C", "C", "H", "H", "H", "H", "H", "H", "H", "H", "H", "H", "H", "H", "H", "H", "H", "H", "H", "H", "H", "H", "H", "H", "H", "H", "H", "H", "H", "H", "H", "H", "H", "H", "H", "H", "H", "H", "H", "H", "H", "H", "H", "H", "H", "H", "H", "H", "H", "C", "N", "O", "O", "H", "H", "H", "C", "N", "O", "O", "H", "H", "H", "C", "N", "O", "O", "H", "H", "H", "C", "N", "O", "O", "H", "H", "H", "C", "N", "O", "O", "H", "H", "H", "C", "N", "O", "O", "H", "H", "H", "C", "N", "O", "O", "H", "H", "H", "C", "N", "O", "O", "H", "H", "H", "C", "N", "O", "O", "H", "H", "H"], "coordinates": [[-1.208, 8.218, -1.339], [-0.142, 7.440, -1.011], [0.992, 7.319, -1.940], [1.257, 8.215, -2.721], [1.704, 6.161, -1.860], [2.629, 6.075, -2.970], [3.368, 4.751, -3.066], [4.556, 4.703, -2.071], [4.544, 3.292, -1.388], [3.479, 3.280, -0.285], [3.559, 1.883, 0.394], [2.380, 0.891, 0.330], [2.341, 0.412, -1.139], [3.570, -1.347, -1.327], [0.995, 0.294, -1.800], [0.216, -1.012, -1.689], [-1.289, -0.809, -1.531], [0.402, -1.800, -3.004], [0.149, -3.295, -2.852], [1.278, -4.108, -2.232], [0.250, 1.541, -1.472], [-0.071, 1.750, -0.004], [-0.537, 3.135, 0.068], [1.025, 1.320, 1.000], [0.461, 0.023, 1.653], [-0.729, 0.280, 2.600], [-1.901, -0.700, 2.404], [-3.162, -0.036, 1.844], [-4.269, -0.376, 2.676], [1.382, 2.272, 2.138], [1.935, 1.749, 3.321], [2.295, 2.592, 4.357], [2.176, 3.929, 4.384], [1.688, 4.406, 3.235], [1.293, 3.664, 2.126], [-1.043, 9.261, -1.571], [-2.201, 7.796, -1.337], [-0.097, 6.930, -0.054], [3.380, 6.841, -2.826], [2.067, 6.237, -3.880], [2.706, 3.920, -2.824], [3.739, 4.596, -4.072], [4.447, 5.474, -1.317], [5.499, 4.843, -2.584], [5.499, 3.167, -0.885], [4.427, 2.479, -2.099], [3.795, 4.004, 0.460], [2.495, 3.613, -0.608], [3.935, 1.942, 1.406], [4.336, 1.354, -0.157], [2.732, 0.064, 0.930], [2.886, 1.126, -1.737], [1.197, 0.369, -2.795], [0.533, -1.634, -0.864], [-1.592, -0.679, -0.502], [-1.755, -1.739, -1.835], [-1.685, -0.041, -2.185], [1.400, -1.663, -3.416], [-0.347, -1.418, -3.693], [-0.035, -3.700, -3.843], [-0.750, -3.508, -2.278], [2.211, -4.024, -2.778], [1.467, -3.736, -1.225], [0.970, -5.138, -2.099], [0.917, 2.363, -1.743], [-0.615, 1.676, -2.099], [-0.953, 1.135, 0.171], [-1.151, 3.318, -0.716], [-1.083, 3.267, 0.909], [1.235, -0.557, 2.141], [0.055, -0.620, 0.882], [-0.378, 0.252, 3.625], [-1.090, 1.294, 2.447], [-2.179, -1.097, 3.373], [-1.638, -1.534, 1.762], [-3.051, 1.044, 1.789], [-3.363, -0.430, 0.845], [-4.891, 0.351, 2.616], [2.099, 0.696, 3.450], [2.718, 2.141, 5.246], [1.596, 5.483, 3.173], [0.940, 4.173, 1.251], [-4.678, 8.792, 0.871], [-4.106, 7.437, 1.107], [-2.900, 7.339, 1.182], [-4.893, 6.522, 1.206], [-3.861, 9.501, 0.804], [-5.240, 8.751, -0.056], [-5.329, 9.020, 1.709], [-4.221, 1.698, -4.257], [-2.965, 1.678, -3.460], [-2.965, 2.202, -2.367], [-1.997, 1.129, -3.955], [-4.979, 2.216, -3.684], [-4.006, 2.216, -5.187], [-4.503, 0.666, -4.443], [0.619, -9.274, -2.016], [0.833, -7.842, -1.673], [1.744, -7.564, -0.927], [0.066, -7.037, -2.165], [1.366, -9.862, -1.498], [-0.384, -9.537, -1.692], [0.716, -9.369, -3.093], [8.511, 5.554, -1.183], [8.792, 4.134, -1.535], [8.009, 3.563, -2.269], [9.790, 3.644, -1.063], [7.594, 5.856, -1.673], [8.416, 5.608, -0.103], [9.353, 6.147, -1.526], [-3.062, -6.980, -2.054], [-3.748, -8.058, -2.816], [-4.924, -7.916, -3.072], [-3.078, -9.022, -3.132], [-3.771, -6.193, -1.840], [-2.684, -7.423, -1.136], [-2.249, -6.614, -2.670], [-0.046, -6.716, 2.471], [-0.713, -7.781, 1.675], [-1.869, -7.607, 1.348], [-0.048, -8.755, 1.401], [-0.758, -5.916, 2.634], [0.268, -7.161, 3.410], [0.810, -6.375, 1.896], [-6.205, -6.474, 0.688], [-5.148, -5.425, 0.679], [-4.858, -4.889, 1.722], [-4.634, -5.176, -0.398], [-6.564, -6.594, 1.701], [-6.997, -6.141, 0.025], [-5.757, -7.390, 0.325], [3.608, 4.269, 7.430], [4.430, 4.565, 8.636], [5.312, 3.783, 8.923], [4.157, 5.573, 9.248], [3.966, 3.346, 6.992], [2.576, 4.175, 7.752], [3.724, 5.097, 6.740], [-6.731, -11.378, 1.154], [-6.531, -9.941, 1.486], [-5.595, -9.643, 2.195], [-7.326, -9.152, 1.017], [-5.951, -11.952, 1.638], [-7.713, -11.661, 1.519], [-6.676, -11.472, 0.074]], "mulliken_charge": [-0.509, -0.527, 0.548, -0.587, -0.004, -1.038, -0.092, -0.931, -0.918, 0.110, -2.358, -0.183, -2.160, 0.242, 0.778, 0.541, -1.467, -0.828, -0.571, -0.606, -1.867, 1.709, -0.528, 1.389, -1.409, -0.900, -0.681, -0.528, -0.546, 1.043, -0.676, -0.555, -0.413, -0.902, -0.635, 0.269, 0.223, 0.429, 0.425, 0.523, -0.278, 0.581, 0.474, 0.463, 0.367, 0.232, 0.622, -0.210, 0.450, 1.001, 1.263, 0.843, 0.681, 0.285, -0.610, 0.873, 0.212, 0.510, 0.303, 0.610, 0.145, 0.294, 0.231, -0.141, -0.303, 0.495, -0.272, 0.353, 0.426, 0.835, -0.379, 0.732, 0.271, 0.466, 0.427, 0.443, 0.098, 0.346, 0.391, 0.390, 0.455, 0.872, -0.732, 0.814, -0.464, -0.528, 0.305, 0.301, 0.308, -0.874, 0.875, -0.475, -0.481, 0.339, 0.301, 0.327, -0.809, 0.836, -0.514, -0.526, 0.327, 0.288, 0.306, -0.623, 0.892, -0.505, -0.531, 0.199, 0.280, 0.314, -0.567, 1.017, -0.588, -0.587, 0.418, 0.118, 0.278, -0.783, 0.903, -0.514, -0.516, 0.305, 0.313, 0.276, -0.689, 0.928, -0.533, -0.596, 0.338, 0.295, 0.190, -0.696, 0.874, -0.524, -0.530, 0.279, 0.290, 0.291, -0.759, 0.871, -0.500, -0.510, 0.312, 0.298, 0.295]}



# 6
{"formula": "C31H49N4O2S3", "method": "ωB97M-V/def2-TZVPD", "charge": 1, "homo_energy_ev": -10.78, "symbols": ["C", "C", "N", "C", "C", "C", "C", "C", "S", "C", "S", "N", "C", "C", "C", "C", "C", "C", "C", "C", "C", "C", "C", "C", "C", "C", "C", "S", "H", "H", "H", "H", "H", "H", "H", "H", "H", "H", "H", "H", "H", "H", "H", "H", "H", "H", "H", "H", "H", "H", "H", "H", "H", "H", "H", "C", "C", "C", "O", "C", "N", "H", "H", "H", "H", "H", "H", "H", "H", "H", "H", "H", "C", "C", "C", "O", "C", "N", "H", "H", "H", "H", "H", "H", "H", "H", "H", "H", "H"], "coordinates": [[2.959, -0.474, 2.135], [2.054, -0.820, 1.433], [0.921, -1.161, 0.631], [-0.016, -1.918, 1.523], [-1.112, -2.722, 0.785], [-2.489, -2.032, 0.860], [-2.978, -1.720, 2.297], [-3.669, -0.336, 2.322], [-2.480, 1.036, 2.608], [-2.211, 1.807, 1.004], [-1.178, 1.234, -0.139], [-2.951, 3.019, 0.796], [-2.165, 4.005, 0.079], [-0.974, 4.428, 0.695], [-0.111, 5.339, 0.106], [-0.436, 5.874, -1.154], [-1.633, 5.488, -1.756], [-2.500, 4.566, -1.154], [-4.228, 2.688, 0.175], [-4.387, 1.978, -1.019], [-5.658, 1.679, -1.519], [-6.804, 2.070, -0.817], [-6.661, 2.793, 0.376], [-5.385, 3.087, 0.856], [-0.808, -3.105, -0.699], [0.186, -2.182, -1.452], [1.417, -1.947, -0.558], [2.603, -0.874, -1.497], [3.914, -0.338, 2.607], [0.533, -0.251, 0.310], [0.550, -2.550, 2.215], [-0.502, -1.154, 2.151], [-1.210, -3.678, 1.324], [-2.487, -1.157, 0.197], [-3.215, -2.741, 0.431], [-3.693, -2.506, 2.583], [-2.172, -1.766, 3.044], [-4.157, -0.198, 1.346], [-4.458, -0.311, 3.083], [-0.724, 4.009, 1.674], [0.820, 5.618, 0.603], [0.232, 6.575, -1.654], [-1.855, 5.922, -2.732], [-3.426, 4.301, -1.660], [-3.523, 1.642, -1.595], [-5.769, 1.111, -2.443], [-7.803, 1.821, -1.177], [-7.549, 3.094, 0.931], [-5.295, 3.635, 1.796], [-0.477, -4.149, -0.804], [-1.764, -3.040, -1.240], [0.556, -2.732, -2.327], [-0.264, -1.237, -1.780], [1.913, -2.881, -0.279], [2.341, 0.358, -0.990], [1.223, -9.407, -2.410], [0.629, -8.312, -3.291], [1.398, -6.983, -3.223], [1.158, -6.219, -2.047], [1.918, -6.613, -0.918], [-0.788, -8.144, -2.949], [0.993, -9.260, -1.355], [0.814, -10.377, -2.692], [2.308, -9.457, -2.521], [0.687, -8.661, -4.325], [1.058, -6.354, -4.050], [2.475, -7.135, -3.366], [2.915, -6.962, -1.199], [1.398, -7.386, -0.349], [2.027, -5.742, -0.268], [-1.212, -7.490, -3.602], [-0.833, -7.661, -2.055], [4.059, 4.084, 2.096], [3.895, 5.190, 1.057], [5.229, 5.784, 0.574], [5.835, 6.680, 1.484], [6.594, 6.070, 2.514], [3.002, 6.220, 1.597], [4.311, 4.476, 3.081], [3.125, 3.528, 2.204], [4.837, 3.377, 1.799], [3.408, 4.743, 0.184], [5.026, 6.375, -0.324], [5.934, 4.997, 0.279], [7.094, 5.162, 2.167], [5.965, 5.845, 3.379], [7.353, 6.784, 2.833], [2.816, 6.906, 0.869], [3.527, 6.746, 2.293]], "mulliken_charge": [-0.129, -0.485, 0.903, -1.008, 0.672, -1.187, -0.911, -0.655, -0.198, 0.116, -0.081, 0.412, 0.242, -0.289, -0.324, -0.440, -0.921, -0.326, -0.677, 0.387, -1.058, -0.384, -0.664, -0.064, -0.883, -0.638, 0.078, -0.109, 0.470, -0.529, 0.019, 0.585, 0.408, 0.363, 0.451, 0.471, 0.558, 0.227, 0.517, 0.421, 0.507, 0.412, 0.355, 0.430, 0.496, 0.405, 0.405, 0.402, 0.423, 0.210, 0.364, 0.530, 0.182, 0.354, 0.157, -1.389, 0.351, -0.804, -0.190, -0.722, -0.717, 0.279, 0.350, 0.349, 0.423, 0.312, 0.419, 0.375, 0.282, 0.145, 0.270, 0.295, -1.508, 0.625, -0.868, -0.387, -0.644, -0.680, 0.248, 0.348, 0.355, 0.365, 0.353, 0.450, 0.294, 0.224, 0.267, 0.263, 0.293]}



# 7
{"formula": "C5H12NO", "method": "ωB97M-V/def2-TZVPD", "smiles": "C[C@@H]1O[C@H](C)[N@H+]1C", "charge": 1, "homo_energy_ev": -15.42, "e_above_lowest_kcal_mol": 48.8, "symbols": ["C", "C", "O", "C", "C", "N", "C", "H", "H", "H", "H", "H", "H", "H", "H", "H", "H", "H", "H"], "coordinates": [[1.340, -1.586, 1.301], [1.184, -0.457, 0.312], [0.858, 0.693, 1.012], [-0.165, 1.083, 0.085], [-1.482, 1.572, 0.750], [-0.343, -0.314, -0.511], [-0.400, -0.357, -1.965], [2.096, -1.207, 2.036], [1.715, -2.511, 0.794], [0.355, -1.719, 1.804], [2.030, -0.436, -0.431], [0.147, 1.758, -0.715], [-1.950, 0.714, 1.295], [-1.922, 2.120, -0.107], [-1.274, 2.405, 1.481], [-1.229, -0.701, -0.094], [-0.816, -1.333, -2.288], [-0.767, 0.615, -2.265], [0.623, -0.339, -2.493]], "nbo_charge": [-0.671, 0.359, -0.499, 0.267, -0.668, -0.442, -0.453, 0.278, 0.247, 0.236, 0.217, 0.199, 0.232, 0.249, 0.275, 0.444, 0.256, 0.234, 0.241]}



no.,E (eV)
1,-20202.1120
2,-19216.3237
3,-29878.7846
4,-45061.2937
5,-108514.3523
6,-75492.0434
7,-8908.5116